Record 1
The following is a DFT calculation (ωB97M-V/def2-TZVPD) of a 2-piece molecular cluster, BH5N2 overall.

Atoms and positions in Å:
B: -0.13 -0.27 -0.01
N: -1.27 0.42 -0.02
N: 1.20 0.22 -0.04
H: 0.45 -2.48 -0.21
H: -2.24 0.13 0.15
H: -1.20 1.42 -0.41
H: 1.76 -0.56 0.26
H: 1.44 1.13 0.27

Its HOMO-LUMO gap is 0.3154 hartree. For the total energy, the calculation gives -137.293159 hartree. The calculation puts the LUMO energy at 0.34 eV. The highest occupied orbital energy is -8.24 eV. The calculation puts the max |F| at 0.0861 hartree/bohr.

Record 2
The following is a DFT calculation (ωB97M-V/def2-TZVPD) of an isolated ion of composition C40H40N3O3 and charge +1.

Atoms and positions in Å:
C: -4.76 -3.65 6.91
O: -4.72 -2.27 7.35
C: -3.54 -1.59 7.36
C: -3.65 -0.18 7.39
C: -2.56 0.58 7.03
C: -1.33 -0.03 6.75
C: -0.16 0.81 6.26
C: 1.08 0.60 7.08
C: 1.90 1.63 7.43
N: 3.23 1.48 7.69
C: 4.06 2.46 8.35
C: 3.72 3.92 8.04
C: 4.73 4.91 8.57
C: 5.30 5.85 7.70
C: 6.32 6.70 8.16
C: 6.73 6.65 9.50
C: 6.10 5.76 10.38
C: 5.10 4.90 9.92
C: 5.46 2.01 7.91
O: 6.49 2.67 7.83
N: 5.33 0.70 7.55
C: 6.46 -0.05 7.05
C: 3.96 0.21 7.50
C: 3.70 -0.76 8.67
C: 3.66 -0.47 6.17
C: 0.10 0.47 4.80
C: 1.27 1.25 4.24
O: 1.40 2.46 4.44
C: 2.31 0.53 3.43
C: 3.46 1.28 3.11
C: 4.62 0.64 2.70
C: 4.63 -0.75 2.55
C: 3.46 -1.49 2.75
C: 2.29 -0.85 3.15
N: -1.09 0.83 3.94
C: -1.43 2.15 3.93
C: -2.71 2.58 3.61
C: -3.69 1.65 3.35
C: -3.36 0.28 3.31
C: -4.34 -0.73 3.12
C: -4.00 -2.07 3.14
C: -2.66 -2.45 3.30
C: -1.67 -1.49 3.47
C: -2.02 -0.13 3.55
C: -1.19 -1.41 6.88
C: -2.28 -2.21 7.23
H: -5.79 -3.94 7.09
H: -4.51 -3.72 5.84
H: -4.07 -4.27 7.50
H: -4.62 0.27 7.60
H: -2.65 1.66 6.94
H: -0.44 1.86 6.30
H: 1.25 -0.41 7.46
H: 1.53 2.67 7.45
H: 3.99 2.31 9.46
H: 3.60 4.04 6.95
H: 2.74 4.12 8.50
H: 4.97 5.87 6.66
H: 6.79 7.39 7.46
H: 7.53 7.31 9.85
H: 6.40 5.72 11.43
H: 4.61 4.20 10.60
H: 7.37 0.30 7.53
H: 6.31 -1.11 7.28
H: 6.57 0.06 5.96
H: 4.28 -0.45 9.55
H: 2.64 -0.80 8.94
H: 4.02 -1.77 8.38
H: 3.79 0.25 5.35
H: 4.35 -1.31 6.00
H: 2.64 -0.86 6.14
H: 0.27 -0.60 4.72
H: 3.43 2.37 3.23
H: 5.51 1.24 2.49
H: 5.55 -1.26 2.26
H: 3.45 -2.58 2.58
H: 1.36 -1.41 3.23
H: -0.66 2.85 4.22
H: -2.89 3.65 3.62
H: -4.72 1.95 3.18
H: -5.38 -0.42 2.97
H: -4.77 -2.83 3.01
H: -2.38 -3.50 3.29
H: -0.63 -1.79 3.55
H: -0.22 -1.88 6.68
H: -2.15 -3.29 7.35

Its HOMO-LUMO gap is 0.2080 hartree. For the total energy, the calculation gives -1937.994931 hartree. The calculation puts the LUMO energy at -4.36 eV. The highest occupied orbital energy is -10.01 eV. The net charge is +1. The calculation puts the max |F| at 0.0371 hartree/bohr.